# 1
Entry from the OMol25 dataset: 2 unconnected molecules or ions with the total composition C5H9NO (ωB97M-V/def2-TZVPD).

Last column: Löwdin charge in e.
CARTESIAN COORDINATES (ANGSTROEM)
O 3.061 -0.388 0.517  0.00
N 1.927 -0.693 0.184  -0.15
C -0.732 1.303 -0.017  -0.11
C 0.734 1.515 0.445  -0.09
C -1.567 -1.234 -0.196  -0.10
C 0.830 0.009 0.426  -0.28
C -0.439 -0.236 -0.154  -0.20
H 0.915 1.976 1.419  0.11
H 0.493 -1.597 -1.052  0.12
H 1.348 2.032 -0.303  0.12
H -2.126 -1.326 0.743  0.08
H -2.260 -0.884 -0.972  0.09
H -1.103 1.870 -0.879  0.11
H 1.527 -1.682 -0.459  0.14
H -1.424 1.533 0.814  0.12
H -1.184 -2.196 -0.517  0.04

Summary:
Spin multiplicity: 1
Charge: 0
Energy relative to the best compared isomer or geometry (same formula, charge and spin) (kcal/mol): 186.6
Kohn-Sham gap (spin up / spin down) (eV): 6.95 / 7.41
Lowest unoccupied orbital energy (spin up / spin down) (hartree): -0.036 / -0.025

# 2
Entry from the OMol25 dataset: 2 unconnected molecules or ions with the total composition C5H9NO (ωB97M-V/def2-TZVPD).

Last column: Löwdin charge in e.
CARTESIAN COORDINATES (ANGSTROEM)
O 0.945 2.799 -0.117  -0.02
N 2.595 0.544 0.973  0.15
C 0.933 -1.015 -0.152  -0.13
C -1.576 -1.028 -0.467  -0.12
C -0.115 2.233 -0.225  -0.14
C 1.793 -0.187 0.399  -0.21
C -0.407 -1.327 0.475  -0.27
H -0.443 -2.384 0.769  0.10
H -0.650 2.174 -1.193  0.09
H -0.513 -0.747 1.400  0.10
H -0.618 1.746 0.633  0.09
H -2.538 -1.194 0.029  0.07
H 1.206 -1.491 -1.091  0.11
H -1.538 -1.668 -1.356  0.08
H -1.549 0.011 -0.815  0.04
H 2.477 1.535 0.738  0.05

Summary:
Spin multiplicity: 1
Structure (SMILES): CCC=C=N.C=O
Charge: 0
Energy relative to the best compared isomer or geometry (same formula, charge and spin) (kcal/mol): 64.8
Kohn-Sham gap (eV): 9.34
Lowest unoccupied orbital energy (hartree): 0.021

Q: The lowest energy relative to the best compared isomer or geometry (same formula, charge and spin) belongs to which entry?
A: number 2